{
  "formula": "C24H22N2O4ReSSe2",
  "method": "ωB97M-V with the def2-TZVPD basis set",
  "elements": ["Re", "S", "C", "C", "C", "C", "C", "C", "N", "C", "C", "C", "C", "C", "C", "C", "H", "H", "H", "H", "H", "H", "H", "H", "O", "C", "C", "C", "C", "C", "C", "C", "O", "N", "O", "O", "H", "H", "H", "H", "C", "Se", "C", "C", "Se", "C", "H", "H", "H", "H", "H", "H", "H", "H", "H", "H"],
  "xyz": [[-0.248, -0.112, -0.118], [-3.713, -3.009, -0.268], [-4.393, -1.496, 0.259], [-5.714, -1.206, 0.592], [-6.005, 0.084, 0.986], [-5.008, 1.067, 1.052], [-3.699, 0.781, 0.724], [-3.400, -0.519, 0.323], [-2.148, -1.006, -0.045], [-2.181, -2.286, -0.375], [-0.922, -2.877, -0.807], [-0.744, -4.194, -1.194], [0.519, -4.619, -1.587], [1.593, -3.736, -1.589], [1.423, -2.414, -1.196], [0.160, -1.967, -0.805], [-6.484, -1.963, 0.544], [-7.021, 0.340, 1.251], [-5.273, 2.066, 1.371], [-2.927, 1.540, 0.784], [-1.575, -4.889, -1.191], [0.667, -5.646, -1.892], [2.571, -4.082, -1.896], [2.271, -1.740, -1.201], [-0.023, -0.572, 1.855], [1.013, -0.530, 2.571], [2.300, -0.118, 2.161], [3.348, -0.215, 3.102], [4.600, 0.178, 2.736], [4.870, 0.682, 1.462], [3.858, 0.788, 0.532], [2.563, 0.391, 0.863], [1.602, 0.527, -0.043], [5.701, 0.077, 3.718], [6.779, 0.491, 3.366], [5.449, -0.488, 4.756], [0.878, -0.854, 3.605], [3.175, -0.598, 4.099], [5.881, 0.989, 1.228], [4.049, 1.189, -0.454], [-1.101, 4.563, 0.256], [-0.019, 2.949, 0.309], [0.607, 2.958, -1.540], [-0.562, 2.637, -2.438], [-1.019, 0.742, -2.439], [0.262, -0.044, -3.675], [-0.492, 5.364, -0.154], [-1.358, 4.796, 1.286], [-2.012, 4.432, -0.323], [1.378, 2.193, -1.556], [1.071, 3.904, -1.816], [-0.481, 2.978, -3.470], [-1.483, 3.048, -2.023], [0.122, 0.439, -4.638], [0.014, -1.100, -3.745], [1.278, 0.089, -3.313]],
  "lowdin_spin": [2.42, 0.03, 0.00, 0.00, 0.00, 0.00, 0.01, 0.01, 0.03, 0.03, 0.05, 0.00, 0.07, -0.01, 0.06, -0.01, 0.00, 0.00, 0.00, 0.00, 0.00, 0.00, 0.00, 0.00, 0.05, 0.03, 0.01, 0.01, 0.01, 0.01, 0.01, 0.01, 0.14, 0.00, 0.00, 0.00, 0.00, 0.00, 0.00, 0.00, 0.00, 0.01, 0.00, 0.01, 0.00, 0.01, 0.00, 0.00, 0.00, 0.00, 0.00, 0.00, 0.00, 0.00, 0.00, 0.00],
  "orbital_gap_ha": [0.278, 0.234],
  "charge": 2,
  "s2": 3.79,
  "e_above_lowest_kj_mol": 0.0,
  "spin_multiplicity": 4
}